107
Properties=species:S:1:pos:R:3:mulliken_spin:R:1 method="wB97M-V/def2-TZVPD" homo_lumo_gap_ha="0.20142 / 0.22177" homo_energy_ev="-1.404 / -1.959" charge=-2 spin_multiplicity=5 relative_energy_kcal_mol=0.0 fmax_ev_per_a=0.106 e_lumo_ev="4.1 / 4.1"
Cr 0.73 -0.07 1.45 4.04
C -0.59 -2.39 -1.22 0.01
N -1.39 -1.71 -0.23 0.04
C -2.16 -2.65 0.57 0.01
C -2.22 -0.68 -0.82 -0.03
C -1.46 0.61 -1.10 0.09
N -0.91 1.31 0.06 -0.18
C -0.07 2.40 -0.48 0.02
C 0.38 3.45 0.49 0.01
C 0.08 4.78 0.26 0.00
C 0.47 5.80 1.12 0.00
C 1.16 5.41 2.27 0.00
C 1.48 4.09 2.56 0.00
C 1.10 3.06 1.65 0.01
O 1.38 1.82 1.87 -0.11
C 2.20 3.70 3.86 0.01
C 2.52 4.91 4.74 0.00
C 1.30 2.76 4.67 -0.02
C 3.53 3.00 3.54 0.00
C 0.12 7.25 0.81 0.00
C -1.41 7.41 0.72 0.00
C 0.63 8.22 1.87 0.00
C 0.74 7.66 -0.54 0.00
C -1.94 1.85 0.96 0.01
C -2.70 0.89 1.83 -0.05
C -4.09 0.85 1.73 0.00
C -4.87 0.08 2.58 0.01
C -4.19 -0.62 3.58 0.00
C -2.81 -0.62 3.74 -0.03
C -2.01 0.12 2.80 -0.01
O -0.72 0.12 2.86 -0.05
C -2.13 -1.39 4.87 0.01
C -1.27 -2.52 4.29 -0.01
C -1.26 -0.44 5.70 0.00
C -3.15 -2.02 5.83 0.00
C -6.39 -0.02 2.48 0.00
C -7.04 0.47 3.78 0.00
C -6.79 -1.49 2.25 0.00
C -6.94 0.81 1.32 0.00
H -1.23 -2.84 -2.01 0.00
H 0.12 -1.71 -1.68 -0.01
H -0.03 -3.20 -0.75 0.00
H -2.85 -3.25 -0.05 0.00
H -1.47 -3.32 1.08 0.00
H -2.74 -2.11 1.32 0.00
H -2.65 -1.02 -1.78 0.00
H -3.05 -0.48 -0.16 0.00
H -0.61 0.38 -1.76 0.00
H -2.13 1.29 -1.66 0.00
H 0.80 1.91 -0.94 0.00
H -0.62 2.91 -1.29 0.01
H -0.48 5.01 -0.64 0.00
H 1.47 6.17 2.97 0.00
H 1.62 5.44 5.05 0.00
H 3.03 4.57 5.64 0.00
H 3.18 5.62 4.23 0.00
H 0.39 3.28 4.98 0.00
H 1.01 1.89 4.09 0.05
H 1.82 2.42 5.58 0.00
H 4.20 3.69 3.01 0.00
H 4.02 2.69 4.46 0.00
H 3.37 2.13 2.91 0.01
H -1.87 7.14 1.67 0.00
H -1.68 8.44 0.47 0.00
H -1.83 6.76 -0.05 0.00
H 0.19 8.00 2.85 0.00
H 1.71 8.17 1.97 0.00
H 0.35 9.24 1.60 0.00
H 0.38 7.02 -1.34 0.00
H 0.48 8.70 -0.79 0.00
H 1.82 7.57 -0.49 0.00
H -1.42 2.55 1.62 -0.02
H -2.66 2.46 0.37 0.02
H -4.55 1.45 0.95 0.00
H -4.78 -1.21 4.28 0.00
H -0.53 -2.16 3.59 0.03
H -0.75 -3.05 5.10 0.00
H -1.90 -3.25 3.77 0.00
H -0.50 0.03 5.08 0.00
H -1.88 0.35 6.15 0.00
H -0.77 -0.99 6.51 0.00
H -3.77 -2.77 5.33 0.00
H -2.61 -2.53 6.63 0.00
H -3.80 -1.27 6.28 0.00
H -6.70 -0.10 4.64 0.00
H -6.78 1.52 3.96 0.00
H -8.13 0.39 3.72 0.00
H -6.45 -2.13 3.06 0.00
H -7.88 -1.58 2.18 0.00
H -6.35 -1.86 1.32 0.00
H -6.71 1.87 1.45 0.00
H -6.53 0.48 0.37 0.00
H -8.03 0.70 1.28 0.00
O 0.83 -4.23 1.52 0.01
C 1.33 -3.12 1.29 0.00
O 0.91 -2.04 1.82 0.11
C 2.52 -3.08 0.34 0.04
C 3.15 -4.32 0.15 0.00
C 4.25 -4.48 -0.68 0.00
C 4.72 -3.37 -1.37 0.00
C 4.10 -2.15 -1.21 0.00
C 3.00 -1.95 -0.36 -0.02
S 2.37 -0.32 -0.32 -0.02
H 2.74 -5.16 0.69 0.00
H 4.71 -5.45 -0.79 0.00
H 5.57 -3.46 -2.04 0.00
H 4.47 -1.28 -1.75 0.00

=====

73
Properties=species:S:1:pos:R:3:lowdin_charge:R:1 method="wB97M-V/def2-TZVPD" homo_lumo_gap_ha=0.31666 homo_energy_ev=-9.174 charge=0 fmax_ev_per_a=9.361 e_lumo_ev=-0.6
Cl 0.10 -3.01 -0.77 0.93
C -1.44 -3.58 -1.34 -0.48
C -2.52 -2.87 -0.51 -0.46
Cl -2.87 -1.20 -1.12 0.82
H -1.38 -4.64 -1.07 0.09
H -1.52 -3.35 -2.40 0.07
H -2.34 -2.69 0.55 -0.05
H -3.41 -3.48 -0.66 0.09
C 1.12 2.64 1.87 -0.15
C 2.16 3.69 2.07 -0.07
O 1.82 4.50 0.90 0.03
C 0.47 4.31 0.53 -0.49
O -0.13 5.07 -0.25 0.13
O 0.04 3.27 1.20 0.06
H 0.78 2.11 2.76 0.16
H 1.61 1.96 1.16 0.11
H 3.20 3.43 1.87 0.14
H 1.98 4.22 3.01 0.13
C -0.63 0.46 1.13 -0.04
C -0.97 -0.60 0.07 -0.31
O 0.26 -0.63 -0.55 -0.15
C 1.18 0.09 0.04 -0.61
O 2.36 0.03 -0.34 0.03
O 0.76 0.71 1.04 0.02
H -1.04 0.24 2.11 0.13
H -0.88 1.51 1.00 0.10
H -1.78 -0.21 -0.54 -0.10
H -1.29 -1.54 0.51 0.00
C -3.08 -1.15 4.06 -0.05
C -4.15 -2.24 3.61 -0.06
O -3.50 -2.65 2.42 0.07
C -2.20 -2.25 2.37 -0.43
O -1.38 -2.60 1.47 -0.02
O -1.87 -1.42 3.35 0.08
H -2.94 -1.13 5.15 0.14
H -3.40 -0.21 3.62 0.13
H -5.16 -1.88 3.39 0.14
H -4.25 -3.11 4.26 0.13
C 3.99 -0.53 1.45 -0.13
C 3.37 -1.87 1.12 -0.11
O 4.52 -2.68 0.78 0.06
C 5.60 -1.86 0.51 -0.50
O 6.69 -2.30 0.20 0.14
O 5.24 -0.57 0.75 0.06
H 4.23 -0.51 2.52 0.13
H 3.43 0.34 1.10 0.11
H 2.64 -1.60 0.36 0.10
H 2.91 -2.17 2.07 0.13
C 0.63 -1.44 -2.53 -0.23
C -0.75 -0.91 -3.05 -0.10
O -0.35 -0.36 -4.29 0.10
C 0.84 -0.72 -4.66 -0.58
O 1.37 -0.72 -5.81 0.08
O 1.47 -1.15 -3.60 0.07
H 0.64 -2.52 -2.58 0.06
H 1.12 -0.95 -1.69 0.08
H -1.30 -0.16 -2.48 0.07
H -1.39 -1.78 -3.15 0.08
C -3.11 2.25 -0.29 -0.06
C -2.17 2.44 -1.48 -0.15
O -0.81 2.16 -1.06 0.00
C 0.19 2.40 -1.88 -0.49
O 0.15 2.82 -3.08 0.11
O 1.33 1.86 -1.39 -0.03
C 2.47 1.82 -2.18 -0.03
H -3.12 1.22 0.07 0.04
H -4.14 2.49 -0.54 0.09
H -2.89 2.86 0.59 0.08
H -2.33 3.42 -1.93 0.14
H -2.51 1.76 -2.26 0.12
H 3.48 1.83 -1.78 0.11
H 2.44 2.47 -3.06 0.11
H 2.46 0.87 -2.72 0.10

=====

113
Properties=species:S:1:pos:R:3:lowdin_charge:R:1 method="wB97M-V/def2-TZVPD" homo_lumo_gap_ha=0.05671 homo_energy_ev=-9.607 charge=+1 relative_energy_kcal_mol=103.7 fmax_ev_per_a=4.198 e_lumo_ev=-8.1
C -7.21 0.47 0.04 -0.10
C -6.77 1.54 1.14 -0.19
C -5.40 1.14 1.82 -0.34
C -5.07 -0.42 1.66 -0.16
C -4.15 1.91 1.27 -0.16
C -4.16 2.90 0.21 0.02
C -2.95 3.57 -0.32 0.05
C -1.68 3.21 0.29 -0.05
C -1.64 2.23 1.39 -0.04
C -2.83 1.58 1.89 -0.05
C -0.24 1.87 1.99 -0.27
O -0.05 1.79 3.18 0.10
C 0.87 1.70 0.90 0.00
C 1.84 0.59 0.98 -0.07
B 1.85 -0.52 2.14 -0.71
O 0.59 -0.95 2.60 0.14
O 3.03 -1.10 2.69 0.02
C 2.84 0.48 -0.11 0.04
C 2.82 1.46 -1.20 -0.14
C 3.89 1.25 -2.34 -0.12
C 3.30 0.07 -3.26 -0.16
C 2.57 0.63 -4.56 -0.16
C 1.02 0.84 -4.31 -0.07
C 0.25 1.28 -5.63 -0.37
F 1.04 1.24 -6.75 0.10
F -0.70 0.26 -5.82 0.07
C -0.60 2.60 -5.46 -0.38
F -1.23 2.69 -4.24 0.10
F -1.64 2.52 -6.38 0.06
S 0.29 4.22 -5.79 0.89
F 0.13 4.65 -4.20 -0.17
F -1.17 4.93 -6.09 -0.19
F 0.44 3.92 -7.42 -0.35
F 1.76 3.63 -5.41 -0.15
F 0.98 5.67 -6.05 -0.14
C 1.83 2.57 -1.25 0.08
C 0.84 2.69 -0.19 -0.02
C -0.29 3.78 -0.15 -0.27
O -0.10 4.93 -0.42 0.15
H -7.55 -0.48 0.53 0.07
H -8.09 0.84 -0.56 0.08
H -6.37 0.25 -0.67 0.08
H -7.56 1.44 1.95 0.12
H -6.82 2.59 0.77 0.10
H -5.44 1.30 2.95 0.03
H -4.77 -0.67 0.60 0.09
H -4.19 -0.72 2.29 -0.01
H -5.95 -1.04 1.95 0.06
H -5.13 3.18 -0.28 0.11
H -2.98 4.32 -1.14 0.13
H -2.73 0.82 2.72 0.00
H 0.58 -0.96 3.58 0.13
H 3.83 -0.72 2.26 0.02
H 3.57 -0.37 -0.10 0.14
H 4.03 2.19 -2.92 0.11
H 4.86 0.92 -1.88 0.12
H 2.50 -0.46 -2.68 0.10
H 4.08 -0.71 -3.50 0.12
H 3.07 1.57 -4.91 0.10
H 2.64 -0.19 -5.33 0.13
H 0.62 -0.14 -3.94 0.10
H 0.81 1.59 -3.50 0.10
H 1.84 3.28 -2.11 0.13
O 0.19 -2.14 -3.67 -0.18
S -1.01 -2.95 -3.89 0.29
O -2.07 -2.14 -4.47 -0.10
O -1.47 -3.47 -2.60 -0.16
O -0.69 -4.05 -4.80 -0.10
O 6.03 0.07 1.85 -0.33
S 6.80 0.72 2.89 0.56
O 6.96 2.14 2.92 -0.28
O 8.24 0.03 2.99 -0.25
C 9.04 -0.05 1.80 -0.25
C 9.68 1.28 1.46 -0.10
C 6.20 0.18 4.47 -0.16
H 8.45 -0.43 0.96 0.11
H 9.82 -0.79 2.00 0.13
H 8.93 2.01 1.17 0.04
H 10.38 1.17 0.63 0.09
H 10.21 1.68 2.32 0.07
H 6.12 -0.91 4.47 0.09
H 5.22 0.63 4.63 -0.06
H 6.90 0.51 5.24 0.08
Be -0.82 4.16 -9.12 0.52
Be -3.80 1.36 4.21 0.71
Br 3.46 1.24 3.35 0.85
C -4.32 -4.17 0.96 -1.48
Cl -6.04 -3.86 1.25 0.59
Cl -4.00 -4.32 -0.77 0.58
Cl -3.33 -2.88 1.66 0.59
H -4.06 -5.10 1.44 0.01
Br 10.24 4.76 1.82 0.65
C 8.33 4.93 1.48 -0.70
C 7.91 6.37 1.42 -0.70
Br 7.80 7.15 3.20 0.61
H 7.82 4.36 2.26 0.03
H 8.17 4.44 0.52 0.06
H 6.90 6.46 1.01 0.06
H 8.59 7.00 0.84 0.05
C -8.94 -8.23 3.01 0.08
C -7.99 -7.29 2.94 -0.22
C -6.54 -7.66 2.86 -0.31
O -5.70 -6.78 2.78 0.07
C -6.19 -9.08 2.89 0.08
C -7.14 -10.01 2.96 -0.23
C -8.59 -9.65 3.01 -0.31
O -9.43 -10.53 3.06 0.12
O -6.84 -11.32 2.99 0.11
O -8.30 -5.98 2.93 0.09
H -9.99 -7.98 3.06 0.14
H -5.14 -9.33 2.85 0.14
H -7.70 -11.79 3.04 0.12
H -7.45 -5.50 2.88 0.06